{
  "formula": "C4H6O2",
  "method": "the ωB97M-V functional and the def2-TZVPD basis",
  "elements": ["O", "C", "C", "C", "C", "O", "H", "H", "H", "H", "H", "H"],
  "xyz": [[0.484, -1.627, 2.488], [1.272, -0.810, 2.424], [-0.553, -0.896, -0.431], [-0.934, 0.187, -1.112], [0.533, 0.468, -1.298], [0.815, -0.750, -0.535], [-0.033, 1.745, 1.749], [-0.977, -1.729, 0.120], [-0.558, 1.573, 1.249], [-1.860, 0.665, -1.392], [0.946, 1.339, -0.782], [0.938, 0.381, -2.310]],
  "forces_ev_per_a": [[0.953, 0.978, -0.060], [-0.904, -1.000, 0.137], [-0.262, -0.070, 0.049], [-0.032, -0.110, 0.045], [0.147, 0.274, -0.190], [0.037, -0.042, 0.038], [-0.053, 0.022, -0.043], [0.023, 0.136, -0.138], [0.060, 0.016, 0.078], [0.133, -0.104, 0.035], [-0.050, -0.114, -0.066], [-0.051, 0.015, 0.115]],
  "orbital_gap_ha": 0.3778,
  "lumo_ev": 1.20
}